Record 1
Molecular formula: C22H25NO
Method: DFT, ωB97M-V/def2-TZVPD

Results
ΔE to the lowest compared entry with this formula, charge and spin: 200.2 kJ/mol
HOMO level: -0.3014 hartree
Charge: 0
LUMO energy: 0.022 Eh
Gap between HOMO and LUMO: 8.79 eV

Each line ends with the natural charge from an NBO analysis.
CARTESIAN COORDINATES (ANGSTROEM)
1 C -2.58069 0.19332 0.97781  -0.09
2 H -3.61863 2.63077 3.04933  0.21
3 C -1.06841 -3.49222 -0.34009  -0.21
4 C -3.67089 1.95619 -0.26767  -0.21
5 C 2.53317 -0.50798 0.83115  -0.03
6 H 3.74010 -1.88828 1.97162  0.21
7 H 2.66170 0.89803 -1.81936  0.18
8 O -3.66281 -0.45006 -2.29669  -0.70
9 H 1.07117 1.58925 1.39641  0.22
10 C -3.44591 2.09003 2.13004  -0.21
11 C -1.44217 -2.05425 1.56002  -0.22
12 H 3.47993 3.13127 -1.11735  0.20
13 H 1.75037 2.69431 0.19372  0.22
14 C -0.42694 0.96845 -1.35760  -0.02
15 N 2.66898 0.84240 0.30265  -0.45
16 C -1.58909 -2.53561 -1.20263  -0.20
17 H 4.06869 0.14003 -1.05106  0.20
18 H 1.03876 -1.21493 -0.56862  0.23
19 H -1.38254 -1.87266 2.62276  0.21
20 H 2.68494 -1.71857 -0.97130  0.20
21 H -0.71650 -4.43301 -0.73699  0.21
22 C -2.03893 -1.34745 -0.67153  -0.05
23 C -2.61708 -0.14651 -1.39497  0.21
24 C -1.97818 -1.10475 0.70784  0.04
25 C -3.88890 2.62416 0.93077  -0.21
26 C -0.98916 -3.24900 1.02172  -0.21
27 H -1.95226 1.41459 -2.72415  0.24
28 C 3.35972 0.96422 -0.96902  -0.22
29 H -4.01330 2.37348 -1.20324  0.22
30 H 1.82437 -2.49126 0.36038  0.21
31 H -1.14963 -0.14621 -2.98092  0.24
32 H 4.77547 2.26749 -1.93798  0.21
33 C 3.87470 -0.96732 1.41006  -0.61
34 H -2.45109 0.45536 3.10534  0.21
35 C 1.98698 -1.54814 -0.15519  -0.64
36 H -0.57281 -4.00351 1.67361  0.21
37 H 4.77102 2.38370 -0.17260  0.21
38 H -1.64764 -2.72278 -2.26495  0.22
39 H -4.40582 3.57251 0.92672  0.21
40 C -2.78936 0.86932 2.16706  -0.19
41 C 1.46690 1.65236 0.37652  -0.28
42 H 1.82210 -0.43560 1.66326  0.19
43 C 4.14361 2.27310 -1.05310  -0.61
44 H 4.60187 -1.15178 0.62359  0.20
45 H -4.37162 -0.88532 -1.81150  0.48
46 C -3.01557 0.74598 -0.23485  0.05
47 C -1.51126 0.55080 -2.22104  -0.47
48 H 4.27104 -0.20376 2.07388  0.22
49 C 0.40157 1.28980 -0.55187  -0.02

Force components x, y, z for each atom (eV/Å):
-0.352 0.549 -0.126
-0.020 0.040 0.063
0.027 -0.109 -0.068
0.020 -0.083 -0.039
0.157 -0.373 0.066
0.046 -0.161 0.038
0.093 -0.124 0.038
0.027 0.053 -0.209
0.090 0.121 -0.065
-0.018 0.083 0.110
-0.034 0.150 -0.027
-0.032 0.139 -0.013
-0.114 -0.059 0.119
0.310 0.234 0.178
-0.055 0.223 0.071
-0.035 0.060 -0.010
-0.068 -0.035 -0.048
-0.077 -0.083 -0.058
0.005 0.000 0.130
0.106 -0.040 -0.117
0.036 -0.081 -0.018
-0.056 0.011 0.329
0.227 0.109 0.089
0.173 -0.504 -0.361
-0.052 0.126 -0.033
0.033 -0.115 0.058
-0.016 -0.052 -0.058
0.159 0.220 0.003
-0.036 0.054 -0.106
-0.004 -0.132 0.011
-0.065 0.032 -0.047
0.060 0.085 -0.120
-0.338 0.117 0.024
0.024 -0.036 0.118
-0.059 0.267 0.213
0.032 -0.060 0.044
0.073 0.026 0.076
-0.005 -0.024 -0.120
-0.039 0.075 0.014
0.084 -0.129 -0.092
0.303 0.122 0.357
0.046 0.025 -0.050
-0.134 -0.266 -0.060
0.114 -0.051 -0.108
0.011 -0.008 0.055
-0.037 -0.183 0.306
-0.407 -0.191 -0.150
0.059 0.052 0.081
-0.264 -0.072 -0.492

Record 2
Molecular formula: C22H25NO2
Method: DFT, ωB97M-V/def2-TZVPD

Results
ΔE to the lowest compared entry with this formula, charge and spin: 96.6 kJ/mol
HOMO level: -0.2851 hartree
Charge: 0
LUMO energy: 0.022 Eh
Gap between HOMO and LUMO: 8.36 eV

Each line ends with the natural charge from an NBO analysis.
CARTESIAN COORDINATES (ANGSTROEM)
1 C -1.36335 0.04456 -4.47532  -0.18
2 H -3.55244 -3.34493 3.44110  0.17
3 C -1.25925 1.37706 -4.75669  -0.21
4 H -0.56226 1.82628 2.66799  0.21
5 C -0.94879 -1.11547 1.09218  -0.22
6 C -0.58500 0.20316 1.28859  -0.02
7 H -1.35038 -2.53216 -3.75243  0.21
8 H 3.89980 2.59797 -1.30623  0.20
9 C -2.81233 -3.21797 4.23883  -0.25
10 H 3.09424 2.93621 0.22844  0.20
11 C 0.13950 0.96033 0.21576  -0.41
12 C 0.74069 1.53112 -3.42848  -0.20
13 H 1.53647 2.11789 -3.00045  0.22
14 C -0.84835 0.79643 2.52108  -0.31
15 H -0.19127 0.62147 -0.76488  0.22
16 H -1.78374 2.12182 6.05720  0.20
17 H 2.21578 -2.34221 -1.42117  0.21
18 H 4.27478 1.60747 0.11958  0.16
19 C 1.63258 -0.50153 -2.31193  -0.02
20 C -0.51852 -1.97210 -3.34944  -0.18
21 C 1.65444 0.72249 0.33923  -0.21
22 H -2.18025 -0.54026 -4.87448  0.21
23 C -1.83206 -1.25447 3.32804  0.24
24 C 0.41197 -2.57714 -2.55529  -0.22
25 H -0.13444 3.18112 -4.44339  0.21
26 C 2.79894 0.26019 -1.74346  -0.24
27 N 2.37339 1.28290 -0.79750  -0.45
28 H 2.00465 1.18336 1.26718  0.19
29 H -3.25833 -3.50304 5.19057  0.20
30 C 3.47144 2.14159 -0.41347  -0.40
31 H -1.94972 -3.86270 4.03722  0.17
32 C -1.46724 0.09308 3.53863  0.34
33 C -1.44833 1.93733 5.03769  -0.25
34 H -0.36936 2.11728 4.97529  0.17
35 H -1.99176 1.86276 -5.38505  0.21
36 C -1.56759 -1.83910 2.10233  -0.29
37 H 3.49950 -0.45438 -1.27217  0.17
38 C 0.67110 0.15361 -3.12837  0.01
39 C 1.48763 -1.83779 -2.04178  -0.21
40 H 1.83363 -0.35742 0.42496  0.19
41 H -1.84110 -2.86554 1.91637  0.22
42 H 3.33586 0.75914 -2.55698  0.21
43 C -0.41145 -0.59949 -3.65731  -0.08
44 H 0.33070 -3.62753 -2.31545  0.21
45 H -0.05744 2.03032 0.29064  0.21
46 O -1.76754 0.59638 4.77092  -0.50
47 O -2.43265 -1.87437 4.38594  -0.49
48 H -1.96868 2.62028 4.35729  0.17
49 H -0.75361 -1.58944 0.14135  0.21
50 C -0.19986 2.12544 -4.22268  -0.21

Force components x, y, z for each atom (eV/Å):
-0.096 0.151 -0.107
0.041 0.001 0.021
-0.187 -0.207 -0.051
0.005 0.137 0.068
0.071 0.217 -0.029
-0.130 -0.102 -0.136
-0.072 -0.061 -0.033
0.061 0.053 0.000
-0.049 -0.202 -0.045
0.068 0.051 0.038
0.231 -0.227 0.189
-0.014 0.190 -0.131
0.068 0.076 0.035
-0.074 0.002 0.202
-0.023 0.068 0.014
0.041 0.037 -0.073
0.092 0.028 0.065
0.021 0.013 0.017
0.175 -0.322 0.085
0.081 -0.224 0.132
-0.348 0.123 -0.118
-0.075 -0.040 -0.044
-0.031 0.057 0.151
-0.308 -0.109 -0.169
0.039 0.077 0.007
-0.018 0.080 0.043
0.164 -0.008 -0.019
0.044 -0.056 -0.014
0.020 -0.031 -0.084
0.010 -0.021 -0.022
-0.037 0.027 -0.009
-0.085 -0.121 0.186
0.062 0.219 0.024
-0.046 -0.003 -0.014
-0.069 0.003 -0.040
-0.118 -0.103 0.273
-0.045 0.062 -0.079
-0.236 -0.234 -0.171
0.192 0.308 0.008
0.040 0.041 0.060
-0.056 -0.105 0.041
0.034 -0.028 0.046
0.224 0.215 0.118
-0.037 -0.078 -0.009
-0.016 0.050 -0.067
-0.038 -0.383 -0.241
0.152 0.386 -0.091
0.035 -0.028 0.018
0.022 -0.051 -0.141
0.214 0.072 0.099

Record 3
Molecular formula: C22H26AlClNPV
Method: DFT, ωB97M-V/def2-TZVPD

Results
ΔE to the lowest compared entry with this formula, charge and spin: 0.0 kJ/mol
HOMO level (alpha / beta): 0.0779 / -0.0695 hartree
Charge: -2
⟨S²⟩: 3.776
LUMO energy (alpha / beta): 0.177 / 0.174 Eh
Gap between HOMO and LUMO (alpha / beta): 2.69 / 6.62 eV
Multiplicity: 4

Each line ends with the Mulliken spin population.
CARTESIAN COORDINATES (ANGSTROEM)
1 C 1.82472 0.10246 2.11664  0.03
2 C -2.36981 -0.20486 -1.37167  0.03
3 H -1.77596 4.31668 0.16213  -0.01
4 C 3.24468 -0.80891 3.85265  -0.09
5 H 0.41535 -2.41953 -0.47710  0.01
6 C -0.61765 1.40882 1.52920  -0.03
7 C -0.91304 -3.80167 0.52682  -0.04
8 C 2.57614 1.28665 2.12121  0.11
9 C -1.62626 3.53746 0.90756  -0.12
10 H 4.82716 0.48397 4.55787  0.03
11 H -1.79454 0.83643 -6.21891  0.03
12 H -0.66172 -1.83083 -3.84600  0.00
13 H 4.23041 2.34708 3.00588  0.01
14 H -2.55363 2.61877 4.05706  -0.01
15 H 2.65542 -0.07854 -4.90617  0.01
16 C -2.27294 3.58834 2.14663  0.15
17 P 0.41725 0.01069 0.98639  0.06
18 N 0.74394 0.12809 -0.54860  -0.02
19 H -1.10388 -1.12232 3.34328  0.17
20 H 2.03645 0.78543 -6.35140  0.03
21 H 3.49568 -1.62685 4.52936  0.00
22 H -0.35524 0.32180 -7.13302  0.03
23 C -1.69389 -3.09302 2.70528  -0.06
24 H -1.32165 -0.88454 -6.22161  0.01
25 C -1.05797 -1.85800 2.54537  -0.05
26 H -0.23195 2.44295 -0.32372  0.02
27 H -2.84483 0.77734 -1.27347  0.00
28 C -1.64428 -4.05566 1.69313  0.05
29 H -2.48983 -0.73755 -0.42210  0.00
30 H 1.60757 -1.88732 2.94557  0.05
31 H -2.90227 -0.77257 -2.14667  0.00
32 C 3.65356 1.42234 2.99982  -0.05
33 H -2.16550 -5.00628 1.81169  0.01
34 H 2.38580 1.68389 -4.85717  0.03
35 C 3.98546 0.37560 3.86917  0.21
36 C -2.06283 2.57382 3.08451  -0.11
37 H 1.12214 -1.57281 -3.41289  0.01
38 H -2.23246 -3.29792 3.63202  0.00
39 Cl -0.58503 2.23206 -3.14425  0.02
40 H -2.93425 4.42832 2.37923  0.02
41 C 0.17966 -1.12219 -3.71621  -0.05
42 C -1.22116 1.49190 2.79208  0.15
43 V 0.19233 0.43084 -4.69209  2.12
44 H -1.02908 0.73973 3.55029  0.05
45 C 2.17304 -0.95728 2.96434  0.17
46 C 2.01303 0.73431 -5.25725  -0.11
47 H -0.87741 -4.53282 -0.28235  0.00
48 C -0.76972 2.47308 0.62734  0.24
49 C -0.34682 -1.58882 1.36495  -0.17
50 C -0.94490 0.14311 -6.22785  -0.10
51 Al -0.47981 0.04755 -1.81153  0.00
52 H 2.31392 2.09335 1.43684  0.04
53 C -0.21338 -2.60253 0.39775  0.10

Force components x, y, z for each atom (eV/Å):
-0.795 -0.216 -1.534
-0.349 -0.017 -0.088
0.057 -0.104 0.159
-0.572 -0.090 -0.399
-0.306 0.064 0.191
0.071 -0.862 0.085
0.225 0.181 0.305
0.971 0.537 0.868
0.514 -0.399 0.233
-0.222 -0.033 -0.165
-0.188 0.009 -0.153
0.398 -0.050 0.148
-0.067 -0.178 -0.037
0.099 0.033 -0.152
0.168 0.005 -0.121
-0.343 0.203 0.007
1.022 0.716 -1.003
0.258 0.049 1.115
-0.038 -0.243 -0.182
0.347 -0.012 -0.159
0.011 0.141 -0.154
-0.178 -0.098 -0.328
0.110 0.182 -0.005
-0.041 -0.029 -0.216
-0.108 -0.599 -0.258
-0.247 -0.068 0.283
-0.087 -0.071 0.031
-0.024 0.071 -0.106
-0.003 0.039 -0.023
0.164 0.187 0.014
0.026 0.119 0.069
-0.906 0.379 -0.838
0.068 0.220 -0.005
0.236 0.090 0.002
0.599 -0.331 0.599
0.377 -0.414 -0.022
0.068 -0.379 0.112
0.080 0.012 -0.217
0.061 -0.346 0.110
0.155 -0.291 -0.027
-1.008 -1.536 2.926
-0.569 0.828 0.171
-1.068 2.487 1.869
-0.060 0.192 -0.073
0.588 -0.319 1.185
2.117 0.547 -0.850
0.055 0.111 0.267
-0.306 0.463 -0.318
-0.335 -0.130 0.493
-1.348 -0.158 -1.983
0.581 -0.755 -1.912
0.064 -0.139 0.139
-0.321 0.000 -0.054

Record 4
Molecular formula: C22H26Br27INO
Method: DFT, ωB97M-V/def2-TZVPD

Results
HOMO level: -0.4163 hartree
Charge: +1
LUMO energy: -0.128 Eh
Gap between HOMO and LUMO: 7.84 eV

Each line ends with the Löwdin charge.
CARTESIAN COORDINATES (ANGSTROEM)
1 H -0.97371 -2.19239 2.63195  0.07
2 H -4.58244 4.98777 2.68387  0.13
3 Br 5.73543 -4.84031 -3.49997  0.57
4 Br 4.94902 -9.62868 -4.94822  0.57
5 Br -7.36192 7.76509 -5.79184  0.60
6 Br -5.19547 0.10050 -0.81732  0.63
7 C 7.00086 -9.10451 2.60398  -1.63
8 H -1.30509 3.01671 4.17094  0.04
9 C -1.42115 -2.87507 6.01286  -1.64
10 C -3.71285 4.90579 2.00882  -0.18
11 C -3.11294 4.48400 -0.46865  -0.13
12 Br -0.50274 4.11111 -6.28479  0.62
13 H -1.38855 0.82977 2.50595  0.09
14 H 4.75453 -9.32645 -2.50208  -0.07
15 C -1.44717 0.00552 0.48435  -0.62
16 H -2.45979 -0.11642 0.07145  0.01
17 Br 2.50824 -8.55382 -3.19305  0.54
18 H -3.54802 4.22110 -1.44653  0.05
19 H -4.36294 3.20223 0.85945  0.09
20 H -5.11281 4.72071 0.36407  0.10
21 H -5.00985 7.87196 -5.03851  -0.05
22 H 6.24824 -8.69037 3.26165  -0.03
23 Br 3.82971 1.75862 2.70095  0.63
24 C 6.34660 -5.15368 -1.69560  -1.62
25 H 0.45151 -1.06294 2.36914  0.01
26 H 6.03120 -4.30567 -1.10108  -0.09
27 Br 8.12168 -7.64168 2.03125  0.55
28 C 0.24844 1.93408 0.20532  -0.26
29 C 3.85494 -1.56480 -2.26154  -1.60
30 H -2.61189 -0.45086 2.27387  0.11
31 Br 5.52301 -6.71800 -0.92875  0.56
32 Br -6.03964 9.40157 -3.38929  0.58
33 C -1.57177 -0.15974 2.05531  -0.23
34 C -1.88280 3.45357 3.37501  0.10
35 C -5.94296 7.82309 -4.49145  -1.64
36 Br -0.14192 -1.46050 6.31433  0.59
37 Br 3.00214 0.14464 -2.53069  0.58
38 O 1.30651 1.11847 0.47176  -0.07
39 H -3.35324 5.93994 1.86780  0.13
40 C 0.49354 3.29666 -0.03490  0.08
41 Br -2.26002 6.10332 -4.50491  0.58
42 I -0.22411 -1.44972 -0.51165  0.99
43 H -2.99961 1.96926 -0.02688  0.13
44 Br -0.56613 -4.48328 5.37973  0.58
45 H -2.75502 3.82001 -5.31111  -0.03
46 Br 5.61402 0.03400 4.71188  0.61
47 H -0.46305 5.20953 -0.44923  0.14
48 C -1.05086 1.44455 0.20151  -0.19
49 C -2.69729 4.08388 2.73448  -0.12
50 H 1.50908 3.69510 -0.00980  0.15
51 H 5.46529 -0.04869 2.24670  -0.04
52 Br -1.36057 3.27132 -3.33054  0.65
53 H -6.52609 0.66493 -2.82822  -0.02
54 C -1.84888 4.26424 -4.91756  -1.59
55 C -0.58818 4.14171 -0.27392  -0.03
56 Br -5.88753 6.21129 -3.42567  0.49
57 Br 6.07148 -9.91515 1.11870  0.55
58 H 1.67098 1.30924 1.35236  0.02
59 C -1.86878 3.62650 -0.26331  -0.30
60 Br 7.98919 -10.40864 3.62227  0.58
61 H -0.57985 -0.93840 3.79099  -0.01
62 Br 4.81486 -1.62322 -0.58961  0.59
63 C -5.63595 1.11246 -2.40417  -1.58
64 C 4.05791 -9.70341 -3.24038  -1.65
65 N -2.04176 2.32145 -0.03535  0.20
66 H -2.08647 -2.53891 5.22783  -0.04
67 C -0.58833 -1.16252 2.70451  -0.18
68 Br -4.25132 1.00347 -3.74136  0.60
69 Br 3.48734 -1.41762 2.82725  0.58
70 C 4.70918 0.06165 3.01384  -1.61
71 Br -2.50406 -3.20224 7.57242  0.59
72 H 4.57794 -1.68740 -3.05846  -0.04
73 Br 3.62123 -11.51308 -2.73627  0.57
74 C -4.15417 4.26848 0.66724  -0.21
75 Br 2.60284 -3.02163 -2.39710  0.53
76 Br 8.27025 -5.23238 -1.59255  0.59
77 H -2.82232 5.54390 -0.44359  0.13
78 Br -6.06518 2.93896 -1.97989  0.63

Force components x, y, z for each atom (eV/Å):
0.489 0.282 -0.326
0.262 -0.086 -0.292
0.118 -0.044 0.083
-0.095 -0.003 0.136
0.117 -0.021 0.155
0.023 0.117 -0.051
0.028 0.034 0.037
-0.023 -0.015 -0.521
-0.065 -0.052 0.001
0.128 -0.476 0.323
-0.016 -0.578 0.673
-0.110 0.035 0.181
-0.246 -0.287 -0.152
-0.038 0.005 -0.057
-0.560 0.653 0.701
0.495 -0.111 -0.083
0.096 -0.082 -0.012
0.146 0.268 0.289
-0.025 0.314 -0.220
0.403 -0.145 0.040
-0.043 -0.048 0.045
0.037 -0.025 -0.049
0.043 -0.010 0.083
0.007 0.019 0.029
-0.410 -0.144 -0.140
-0.002 -0.052 -0.045
-0.069 -0.126 0.021
0.746 0.784 0.384
-0.065 0.067 -0.097
0.400 0.127 0.019
0.050 0.084 -0.050
0.000 -0.157 -0.067
0.740 -0.314 -0.313
-0.887 0.665 -0.044
-0.029 0.152 -0.069
0.000 -0.119 0.258
0.082 -0.110 0.010
-0.401 -0.152 0.161
0.023 -0.440 -0.016
-0.809 0.025 -0.051
0.182 -0.137 0.037
-0.349 0.189 -0.157
0.160 -0.046 -0.048
-0.041 0.148 0.046
0.033 -0.009 0.097
-0.142 0.053 -0.167
0.046 -0.338 0.015
0.479 -0.986 -0.342
0.439 0.068 0.169
-0.236 -0.292 -0.042
-0.077 0.081 -0.003
0.127 0.111 -0.426
0.037 0.000 0.078
-0.038 0.006 -0.249
0.342 -0.056 0.219
-0.084 0.038 -0.041
0.055 0.006 0.076
0.151 -0.024 -0.183
-0.586 1.166 0.130
-0.072 0.103 -0.122
0.034 -0.102 -0.639
-0.009 -0.032 -0.146
0.008 -0.018 -0.241
0.061 0.000 0.014
-0.111 -0.147 -0.202
0.048 -0.011 0.041
-0.790 0.325 1.019
-0.138 -0.082 0.212
0.000 0.153 0.131
0.076 -0.225 0.079
0.126 0.032 -0.130
-0.015 -0.046 0.075
0.019 0.151 -0.047
0.001 0.330 0.102
-0.009 0.072 0.043
-0.164 -0.022 -0.024
-0.010 -0.364 -0.336
-0.094 -0.130 -0.014

| no. | energy (Eh) |
| --- | --- |
| 1 | -983.27099 |
| 2 | -1058.53414 |
| 3 | -2896.60496 |
| 4 | -70779.58485 |